# 1
DFT (ωB97M-V with the def2-TZVPD basis set) results for a structure of composition C18H18BF4FeO in a non-equilibrium geometry.

Geometry as XYZ:
```
43
Properties=species:S:1:pos:R:3
C 0.80 -1.38 1.63
C -0.69 -1.60 1.66
C -1.04 -2.20 0.39
H -1.29 -1.63 2.58
C 0.14 -2.36 -0.38
C 1.24 -1.84 0.33
H 2.28 -1.82 -0.01
H 1.44 -1.24 2.51
H -2.04 -2.51 0.11
H 0.20 -2.87 -1.34
C -1.24 1.71 0.41
C -1.13 2.19 1.78
C 0.27 2.31 2.10
H -1.96 2.45 2.42
C 1.03 1.87 0.95
C 0.10 1.55 -0.12
H 0.37 1.31 -1.15
H -2.19 1.57 -0.12
H 0.71 2.68 3.03
H 2.12 1.84 0.90
Fe -0.19 0.37 1.51
O 0.12 -0.87 -3.32
C -1.34 -0.79 -3.42
C -0.42 -1.28 -4.54
H -1.84 -1.53 -2.80
H -1.81 0.19 -3.53
H -0.47 -2.36 -4.72
H 1.04 -1.99 -6.66
C 0.76 -0.94 -6.70
C -0.07 -0.43 -5.67
C -0.38 0.94 -5.65
H -0.97 1.36 -4.84
C 0.10 1.78 -6.65
H -0.12 2.85 -6.60
C 0.90 1.27 -7.69
H 1.26 1.94 -8.48
C 1.22 -0.10 -7.71
H 1.87 -0.49 -8.50
F 1.45 0.24 4.42
B 0.24 -0.05 5.13
F 0.45 -0.02 6.52
F -0.74 0.92 4.73
F -0.22 -1.35 4.73
```

Computed properties:
Total charge   -1
Gap between HOMO and LUMO (spin up / spin down)   6.5 / 7.3 eV
DFT total energy   -66943.4241 eV
Max |F|   3.44 eV/A
Multiplicity   5

=====

# 2
DFT (ωB97M-V with the def2-TZVPD basis set) results for a cluster of 2 separate species, C18H18BFN in total in a non-equilibrium geometry.

Geometry as XYZ:
```
39
Properties=species:S:1:pos:R:3
F 0.25 -3.66 -3.19
C 0.80 -2.83 -2.24
C 1.65 -1.81 -2.65
C 2.04 -0.85 -1.71
C 1.54 -0.92 -0.39
C 1.43 0.36 0.41
C 1.82 0.41 1.87
C 2.48 1.56 2.34
C 2.44 1.89 3.70
C 1.78 1.06 4.61
C 1.26 -0.16 4.16
C 1.36 -0.51 2.81
C 0.82 -2.04 0.00
C 0.44 -3.02 -0.92
H 1.96 -1.74 -3.70
H 2.66 0.00 -2.03
H 2.10 1.06 -0.09
H 2.97 2.25 1.64
H 2.90 2.82 4.06
H 1.67 1.33 5.66
H 0.76 -0.85 4.84
H 1.01 -1.49 2.49
H 0.44 -2.10 1.02
H -0.15 -3.86 -0.59
H 0.43 0.75 0.34
B -1.66 1.56 0.38
N -2.16 1.09 -0.90
C -3.46 1.45 -1.08
C -4.15 1.10 -2.21
C -3.54 0.35 -3.21
C -2.20 -0.02 -3.02
C -1.52 0.37 -1.89
H -1.80 0.83 1.31
H -1.08 2.59 0.37
H -3.89 2.03 -0.26
H -5.19 1.44 -2.28
H -4.09 0.07 -4.11
H -1.68 -0.63 -3.77
H -0.46 0.12 -1.75
```

Computed properties:
Total charge   +1
Gap between HOMO and LUMO   6.9 eV
DFT total energy   -23834.2690 eV
Max |F|   2.97 eV/A

=====

Question: max |F| of number 2 (C18H18BFN)?
Answer: 2.97 eV/A